## 1
23
Properties=species:S:1:pos:R:3 method="wB97M-V/def2-TZVPD" homo_lumo_gap_ev=10.112 smiles=Cc1ccccc1.CC
C -1.651 -0.804 3.228
C -1.915 0.621 2.706
H -0.583 -0.900 3.054
H -1.718 -0.830 4.315
H -2.328 -1.562 2.823
H -0.991 1.201 2.868
H -2.260 0.739 1.681
H -2.582 1.209 3.348
C 1.370 0.682 -3.715
C 0.514 -0.554 0.305
C 1.758 -0.886 -0.269
C -0.477 0.080 -0.390
C 2.026 -0.534 -1.591
C -0.195 0.453 -1.714
C 1.063 0.225 -2.238
H 0.491 -0.776 1.367
H 2.504 -1.437 0.270
H -1.478 0.090 0.015
H 3.065 -0.597 -1.907
H -0.740 1.233 -2.250
H 0.429 1.155 -4.022
H 1.589 -0.261 -4.203
H 2.108 1.454 -3.682


## 2
23
Properties=species:S:1:pos:R:3 method="wB97M-V/def2-TZVPD" homo_lumo_gap_ev=9.961 smiles=Cc1ccccc1.CC
C 2.629 0.256 1.934
C 0.292 1.522 -0.734
C 1.145 1.513 0.356
C 0.500 0.581 -1.766
C 1.946 0.413 0.593
C 1.503 -0.377 -1.637
C 2.161 -0.521 -0.421
H -0.522 2.235 -0.739
H 1.398 2.416 0.906
H -0.217 0.540 -2.570
H 1.786 -1.050 -2.435
H 1.763 0.221 2.607
H 3.375 0.977 2.270
H 2.926 -1.274 -0.290
H 3.126 -0.697 2.142
C -2.635 -0.438 -0.542
C -3.337 -1.314 0.497
H -2.903 -0.790 -1.538
H -2.730 0.648 -0.482
H -1.541 -0.454 -0.458
H -3.256 -0.812 1.467
H -2.999 -2.342 0.533
H -4.409 -1.253 0.308


## 3
23
Properties=species:S:1:pos:R:3 method="wB97M-V/def2-TZVPD" homo_lumo_gap_ev=9.936 smiles=Cc1ccccc1.CC
C 1.568 0.846 -2.429
C 2.105 1.711 -1.317
H 2.084 0.831 -3.393
H 1.613 -0.190 -2.046
H 0.486 0.935 -2.594
H 1.530 1.636 -0.379
H 2.117 2.801 -1.509
H 3.129 1.408 -1.101
C 0.298 -2.436 1.020
C -1.708 -1.167 0.152
C -0.595 -1.242 1.004
C -2.424 -0.012 0.034
C -2.088 1.116 0.780
C -0.336 -0.177 1.916
C -1.175 0.926 1.797
H -1.824 -2.057 -0.466
H -3.257 0.021 -0.653
H 0.393 -2.826 2.042
H 1.356 -2.314 0.752
H -2.619 2.062 0.766
H 0.366 -0.342 2.718
H -0.941 1.725 2.506
H -0.078 -3.256 0.400


## 4
23
Properties=species:S:1:pos:R:3 method="wB97M-V/def2-TZVPD" homo_lumo_gap_ev=10.177 smiles=Cc1ccccc1.CC
C -1.855 1.992 0.075
C -1.560 1.520 -1.345
H -2.214 1.221 0.755
H -0.881 2.184 0.530
H -2.489 2.874 0.099
H -1.612 0.436 -1.456
H -0.571 1.804 -1.698
H -2.318 1.866 -2.055
C 2.704 0.236 -0.255
C 1.546 -0.619 0.182
C 1.133 -1.758 -0.506
C 0.753 -0.186 1.234
C 0.022 -2.463 -0.080
C -0.431 -0.834 1.565
C -0.831 -1.973 0.894
H 2.662 0.375 -1.340
H 3.660 -0.234 -0.018
H 1.650 -2.120 -1.389
H 0.947 0.725 1.785
H -0.230 -3.369 -0.623
H -1.067 -0.349 2.297
H -1.699 -2.555 1.167
H 2.682 1.229 0.184


Stability summary: most stable 4, least stable 1.


## 1
23
Properties=species:S:1:pos:R:3 method="wB97M-V/def2-TZVPD" homo_lumo_gap_ev=9.952 smiles=Cc1ccccc1.CC
C 3.106 0.804 -1.981
C 3.982 1.062 -0.751
H 3.498 0.661 -3.042
H 2.415 -0.050 -1.824
H 2.262 1.556 -2.187
H 4.641 0.181 -0.493
H 3.324 1.304 0.117
H 4.700 1.858 -0.938
C -2.809 1.440 0.705
C -0.532 -1.448 -0.198
C -1.154 -0.193 -0.175
C -0.919 -2.311 0.829
C -2.094 0.161 0.731
C -1.949 -1.988 1.739
C -2.489 -0.731 1.692
H 0.388 -1.570 -0.870
H -1.008 0.455 -0.995
H -0.566 -3.354 0.758
H -2.186 -2.677 2.529
H -3.370 1.782 1.645
H -3.675 1.244 0.014
H -3.367 -0.467 2.336
H -2.199 2.281 0.358


## 2
23
Properties=species:S:1:pos:R:3 method="wB97M-V/def2-TZVPD" homo_lumo_gap_ev=9.978 smiles=Cc1ccccc1.CC
C 0.435 -1.818 -2.629
C -0.987 -1.365 -2.538
H 1.188 -1.032 -2.950
H 0.757 -2.165 -1.680
H 0.536 -2.552 -3.388
H -1.515 -2.237 -2.109
H -1.334 -1.203 -3.574
H -1.158 -0.523 -1.987
C -0.522 -1.244 1.540
C 0.671 2.913 1.244
C 1.693 1.864 1.282
C -0.638 2.495 1.357
C 1.274 0.553 1.417
C -1.061 1.155 1.419
C -0.040 0.166 1.419
H 1.082 3.922 1.096
H 2.805 2.276 1.173
H -1.413 3.305 1.567
H 1.955 -0.386 1.292
H -2.139 0.811 1.543
H -1.370 -1.468 0.838
H -0.546 -1.564 2.608
H 0.327 -1.902 1.060


Stability summary: most stable 1, least stable 2.


## 1
23
Properties=species:S:1:pos:R:3 method="wB97M-V/def2-TZVPD" homo_lumo_gap_ev=9.923 smiles=Cc1ccccc1.CC
C 1.932 -0.845 -1.098
C 1.489 -2.315 -1.334
H 2.986 -0.603 -1.093
H 1.344 -0.280 -1.972
H 1.367 -0.578 -0.087
H 0.825 -2.793 -0.681
H 2.448 -2.831 -1.309
H 1.193 -2.562 -2.409
C -1.655 0.757 -1.434
C -1.766 0.279 0.954
C -1.134 1.050 -0.040
C -1.210 0.024 2.190
C -0.135 0.804 2.612
C 0.042 1.733 0.428
C 0.485 1.681 1.782
H -2.495 -0.442 0.738
H -1.641 -0.718 2.993
H -0.957 0.649 -2.305
H -2.381 1.369 -1.901
H 0.150 0.760 3.627
H 0.375 2.427 -0.353
H 1.073 2.546 2.106
H -2.335 -0.112 -1.413


## 2
23
Properties=species:S:1:pos:R:3 method="wB97M-V/def2-TZVPD" homo_lumo_gap_ev=9.817 smiles=Cc1ccccc1.CC
C -2.017 0.399 0.951
C -0.037 -0.770 1.543
C -0.796 -0.390 0.480
C 0.916 -1.799 1.343
C 1.321 -1.969 0.059
C -0.423 -0.690 -0.869
C 0.679 -1.391 -1.069
H -0.282 -0.407 2.521
H 1.514 -2.079 2.271
H -2.487 0.050 1.853
H -2.782 0.282 0.056
H 2.167 -2.599 -0.208
H -1.003 -0.222 -1.796
H 1.095 -1.696 -1.978
H -1.559 1.452 0.874
C 0.905 2.569 -0.526
C -0.290 2.432 -1.507
H 0.487 2.575 0.526
H 1.674 1.784 -0.600
H 1.490 3.536 -0.567
H -1.145 1.832 -1.002
H -0.730 3.320 -2.041
H 0.010 1.825 -2.339


Stability summary: most stable 2, least stable 1.


## 1
23
Properties=species:S:1:pos:R:3 method="wB97M-V/def2-TZVPD" homo_lumo_gap_ev=9.951 smiles=Cc1ccccc1.CC
C 2.319 -1.718 -0.611
C -1.186 -1.529 1.904
C -1.074 -2.519 0.939
C -0.193 -0.560 1.968
C 0.054 -2.569 0.126
C 0.974 -0.670 1.239
C 1.105 -1.677 0.273
H -2.039 -1.514 2.571
H -1.880 -3.218 0.741
H -0.336 0.338 2.551
H 0.153 -3.381 -0.581
H 1.742 0.089 1.303
H 2.549 -2.721 -0.977
H 3.181 -1.283 -0.106
H 2.121 -1.178 -1.539
C -0.750 3.045 -1.973
C -1.114 2.987 -0.501
H 0.282 2.799 -2.189
H -1.346 2.329 -2.543
H -0.946 4.031 -2.408
H -1.104 3.946 0.024
H -2.096 2.546 -0.328
H -0.415 2.427 0.118


## 2
23
Properties=species:S:1:pos:R:3 method="wB97M-V/def2-TZVPD" homo_lumo_gap_ev=9.749 smiles=Cc1ccccc1.CC
C 0.727 2.413 0.221
C 0.995 -0.695 -2.691
C -0.253 -0.413 -2.195
C 2.156 -0.148 -2.221
C -0.355 0.659 -1.302
C 2.019 1.024 -1.464
C 0.749 1.389 -0.915
H 1.198 -1.548 -3.341
H -1.035 -1.083 -2.341
H 3.162 -0.519 -2.311
H -1.298 0.718 -0.769
H 2.816 1.872 -1.448
H 1.423 1.856 0.922
H -0.145 2.835 0.507
H 1.366 3.287 -0.042
C -1.262 -0.882 2.778
C -2.119 -1.947 2.008
H -1.140 0.038 2.181
H -1.687 -0.544 3.723
H -0.408 -1.478 3.109
H -2.122 -2.884 2.625
H -1.554 -2.159 1.125
H -3.232 -1.790 1.839


## 3
23
Properties=species:S:1:pos:R:3 method="wB97M-V/def2-TZVPD" homo_lumo_gap_ev=10.087 smiles=Cc1ccccc1.CC
C -1.937 1.631 -2.025
C -1.206 2.886 -1.533
H -2.030 1.520 -3.109
H -1.497 0.673 -1.751
H -2.980 1.684 -1.695
H -0.699 2.631 -0.603
H -1.950 3.664 -1.403
H -0.443 3.202 -2.248
C -0.758 0.226 1.396
C 1.284 -2.946 1.372
C 2.359 -2.579 0.573
C 0.220 -2.072 1.470
C 0.326 -0.740 1.049
C 2.424 -1.315 0.019
C 1.440 -0.379 0.308
H 1.248 -3.851 1.965
H 3.187 -3.268 0.463
H -0.740 -2.352 1.889
H 3.342 -0.976 -0.450
H -1.719 0.024 0.923
H -0.571 1.190 0.917
H 1.620 0.651 0.031
H -0.919 0.493 2.439


## 4
23
Properties=species:S:1:pos:R:3 method="wB97M-V/def2-TZVPD" homo_lumo_gap_ev=10.016 smiles=Cc1ccccc1.CC
C 1.671 -2.808 1.150
C 0.954 -3.567 0.011
H 1.008 -2.275 1.837
H 2.268 -3.519 1.717
H 2.369 -2.099 0.708
H 0.317 -2.911 -0.572
H 0.416 -4.420 0.422
H 1.719 -3.949 -0.668
C -0.395 3.881 -0.361
C 0.432 1.526 -0.164
C -0.610 2.405 -0.422
C 0.264 0.148 -0.051
C -1.008 -0.361 -0.268
C -1.885 1.867 -0.611
C -2.072 0.501 -0.491
H 1.429 1.920 0.023
H 1.090 -0.437 0.316
H 0.529 4.198 -0.842
H -0.290 4.164 0.688
H -1.230 -1.422 -0.297
H -2.699 2.551 -0.828
H -3.081 0.116 -0.509
H -1.196 4.491 -0.790


Stability summary: most stable 4, least stable 2.


## 1
23
Properties=species:S:1:pos:R:3 method="wB97M-V/def2-TZVPD" homo_lumo_gap_ev=10.072 smiles=Cc1ccccc1.CC
C -0.347 -1.930 -1.548
C -1.767 -2.159 -1.079
H -0.135 -0.899 -1.804
H 0.392 -2.217 -0.798
H -0.057 -2.555 -2.386
H -2.200 -1.304 -0.574
H -2.485 -2.386 -1.869
H -1.831 -2.919 -0.294
C 2.223 0.361 1.966
C -1.274 0.996 0.614
C -0.983 1.846 -0.438
C -0.216 0.522 1.391
C 1.097 0.815 1.067
C 0.339 2.073 -0.839
C 1.378 1.566 -0.069
H -2.319 0.871 0.872
H -1.752 2.326 -1.018
H -0.456 -0.072 2.261
H 0.516 2.673 -1.723
H 2.333 -0.729 1.933
H 1.975 0.542 3.009
H 2.402 1.744 -0.396
H 3.166 0.835 1.721


## 2
23
Properties=species:S:1:pos:R:3 method="wB97M-V/def2-TZVPD" homo_lumo_gap_ev=9.752 smiles=Cc1ccccc1.CC
C -0.168 2.573 0.036
C 1.035 1.677 -0.433
H -0.308 2.490 1.258
H 0.192 3.630 -0.240
H -1.202 2.410 -0.284
H 1.702 2.058 -1.165
H 0.767 0.694 -0.615
H 1.716 1.705 0.528
C 1.511 -1.425 1.505
C 0.224 -1.290 0.630
C 0.210 -1.851 -0.727
C -0.895 -0.484 0.975
C -0.722 -1.514 -1.672
C -1.886 -0.426 0.044
C -1.774 -0.797 -1.334
H 1.910 -2.441 1.498
H 1.510 -1.033 2.538
H 1.029 -2.448 -0.912
H -0.952 -0.089 1.893
H -0.500 -1.641 -2.689
H -2.998 -0.236 0.171
H -2.609 -0.754 -2.041
H 2.208 -0.807 1.038


## 3
23
Properties=species:S:1:pos:R:3 method="wB97M-V/def2-TZVPD" homo_lumo_gap_ev=9.985 smiles=Cc1ccccc1.CC
C -2.052 -0.764 1.851
C -1.302 0.353 2.561
H -1.594 -1.741 1.962
H -3.064 -0.822 2.267
H -2.180 -0.513 0.801
H -1.704 1.343 2.339
H -0.239 0.375 2.328
H -1.309 0.208 3.640
C 3.042 0.440 -0.999
C 0.699 1.283 -1.079
C 1.576 0.188 -1.137
C -0.656 1.089 -1.251
C 1.073 -1.094 -1.319
C -1.139 -0.204 -1.462
C -0.294 -1.286 -1.539
H 1.150 2.255 -0.925
H -1.355 1.910 -1.185
H 3.668 -0.357 -0.571
H 3.280 1.324 -0.400
H 1.727 -1.923 -1.081
H -2.203 -0.371 -1.319
H -0.663 -2.306 -1.521
H 3.541 0.614 -1.962


## 4
23
Properties=species:S:1:pos:R:3 method="wB97M-V/def2-TZVPD" homo_lumo_gap_ev=9.993 smiles=Cc1ccccc1.CC
C -2.417 -0.034 -0.252
C 1.355 -1.211 -1.736
C 0.865 0.032 -2.105
C 0.504 -2.201 -1.259
C -0.406 0.392 -1.624
C -0.798 -1.901 -0.916
C -1.152 -0.569 -0.901
H 2.367 -1.553 -1.903
H 1.485 0.812 -2.550
H 0.869 -3.194 -1.066
H -0.972 1.291 -1.801
H -1.473 -2.657 -0.534
H -3.290 -0.664 -0.413
H -2.781 0.891 -0.726
H -2.295 0.165 0.805
C 1.333 1.943 1.937
C 0.681 0.629 2.302
H 1.517 2.145 0.878
H 0.750 2.816 2.237
H 2.326 2.018 2.400
H 0.884 -0.220 1.632
H 1.040 0.305 3.296
H -0.392 0.765 2.300


Stability summary: most stable 1, least stable 2.


## 1
23
Properties=species:S:1:pos:R:3 method="wB97M-V/def2-TZVPD" homo_lumo_gap_ev=10.038 smiles=Cc1ccccc1.CC
C 1.659 0.231 0.764
C -1.733 -1.105 -0.368
C -0.575 -0.367 -0.281
C -1.768 -2.389 0.198
C 0.449 -0.647 0.683
C -0.776 -2.684 1.121
C 0.375 -1.918 1.207
H -2.627 -0.749 -0.867
H -0.600 0.646 -0.671
H -2.595 -3.076 0.096
H -0.948 -3.575 1.716
H 1.435 1.208 1.192
H 2.178 0.203 -0.186
H 1.048 -2.284 1.996
H 2.335 -0.192 1.519
C 0.194 3.896 -1.321
C 1.337 2.827 -1.335
H 0.056 4.148 -2.370
H -0.708 3.382 -0.999
H 0.410 4.805 -0.766
H 1.888 2.807 -0.411
H 2.089 3.059 -2.090
H 0.836 1.896 -1.552


## 2
23
Properties=species:S:1:pos:R:3 method="wB97M-V/def2-TZVPD" homo_lumo_gap_ev=9.825 smiles=Cc1ccccc1.CC
C 0.817 3.297 -0.555
C -1.338 -0.246 -1.333
C -0.513 0.198 -2.373
C -1.269 0.242 -0.059
C 0.146 1.453 -2.236
C -0.545 1.464 0.130
C 0.113 1.999 -0.967
H -2.223 -0.832 -1.581
H -0.433 -0.288 -3.327
H -1.924 -0.019 0.762
H 0.645 1.860 -3.095
H -0.695 2.011 1.070
H 0.174 4.147 -0.550
H 1.584 3.324 -1.346
H 1.313 3.196 0.448
C 0.264 -3.100 2.501
C 0.741 -2.382 1.197
H 0.990 -3.691 3.061
H -0.118 -2.313 3.144
H -0.507 -3.821 2.317
H 0.329 -2.778 0.268
H 0.627 -1.310 1.365
H 1.824 -2.412 1.160


## 3
23
Properties=species:S:1:pos:R:3 method="wB97M-V/def2-TZVPD" homo_lumo_gap_ev=10.030 smiles=Cc1ccccc1.CC
C -1.232 0.659 -2.892
C -0.852 -0.391 -3.945
H -1.991 1.337 -3.279
H -1.802 0.305 -2.024
H -0.308 1.125 -2.561
H -0.007 -0.951 -3.534
H -0.551 0.044 -4.890
H -1.648 -1.130 -4.027
C 1.063 2.016 1.227
C 0.473 -0.334 0.683
C 0.729 0.612 1.666
C 0.118 -1.631 0.981
C 0.627 0.238 2.991
C 0.198 -2.049 2.305
C 0.314 -1.100 3.326
H 0.640 -0.008 -0.340
H -0.142 -2.354 0.227
H 0.251 2.461 0.640
H 1.945 2.032 0.589
H 0.713 0.838 3.889
H 0.014 -3.083 2.562
H 0.295 -1.379 4.369
H 1.152 2.742 2.037


## 4
23
Properties=species:S:1:pos:R:3 method="wB97M-V/def2-TZVPD" homo_lumo_gap_ev=9.805 smiles=Cc1ccccc1.CC
C -0.058 -2.227 1.745
C -1.736 -2.413 1.990
H 0.339 -2.240 2.740
H 0.193 -3.197 1.294
H 0.407 -1.434 1.158
H -2.044 -1.360 2.115
H -1.939 -2.971 2.858
H -2.367 -2.916 1.216
C 0.240 1.361 1.169
C -0.431 0.584 -1.061
C 0.466 1.320 -0.255
C -0.418 0.372 -2.474
C 1.506 1.934 -0.931
C 0.705 1.026 -3.020
C 1.581 1.920 -2.300
H -1.246 0.122 -0.443
H -0.991 -0.194 -3.068
H -0.643 0.807 1.608
H -0.017 2.422 1.394
H 2.385 2.462 -0.474
H 0.769 0.998 -4.061
H 2.175 2.529 -2.908
H 1.123 1.096 1.708


Stability summary: most stable 3, least stable 4.